Entry 1:
Computed, not measured: 2 unconnected molecules or ions with the total composition C4H2BrCl2F3 at a distorted geometry, with ωB97M-V/def2-TZVPD.

Values from the calculation:
* highest occupied orbital energy: -0.3699 hartree
* largest force on an atom: 3.57 eV/Å
* structure (SMILES): F[C@H](Cl)C(F)(F)Cl.C#CBr
* LUMO level: 0.54 eV
* charge: 0

Last column: natural (NBO) charge in e.
Atoms and positions in Å:
F -0.13 0.12 1.35  -0.3184
C -1.01 -0.79 0.84  0.0831
Cl -1.73 -1.89 1.93  0.0536
C -0.21 -1.54 -0.28  0.6517
F -0.93 -2.54 -0.77  -0.3126
F 0.06 -0.75 -1.32  -0.3136
Cl 1.29 -2.26 0.43  -0.0475
H -1.77 -0.21 0.21  0.2051
C 1.45 2.05 -1.20  -0.2589
C 1.07 2.70 -0.26  -0.1868
Br 0.55 3.73 1.17  0.1837
H 1.35 1.39 -2.09  0.2607


Entry 2:
Computed, not measured: a molecular structure, C4H2BrClF3O2 at a distorted geometry, with ωB97M-V/def2-TZVPD.

Values from the calculation:
* highest occupied orbital energy: -0.1676 hartree
* largest force on an atom: 4.89 eV/Å
* LUMO level: 3.13 eV
* charge: -1

Last column: natural (NBO) charge in e.
Atoms and positions in Å:
C 0.66 -1.97 0.14  0.8081
C -0.50 -0.95 -0.53  -0.5133
C -0.73 0.93 -0.23  0.2303
C 0.51 1.41 0.38  0.5612
O 0.29 -3.13 -0.01  -0.7485
O 1.57 -1.42 0.69  -0.7415
F -0.94 1.44 -1.50  -0.3540
F 0.51 2.77 0.46  -0.3469
F 1.54 1.05 -0.45  -0.3151
Cl -2.16 1.37 0.72  -0.0478
Br 0.76 0.76 2.17  0.0625
H -0.08 -0.88 -1.51  0.2024
H -1.43 -1.39 -0.32  0.2024


Entry 3:
Computed, not measured: a gas-phase ion, C4H2BrN2O3 (charge -1) at a distorted geometry, with ωB97M-V/def2-TZVPD.

Values from the calculation:
* highest occupied orbital energy: -0.1710 hartree
* largest force on an atom: 6.73 eV/Å
* structure (SMILES): Nc1noc(C(=O)[O-])c1Br
* LUMO level: 2.99 eV
* charge: -1

Last column: natural (NBO) charge in e.
Atoms and positions in Å:
N 2.49 0.69 -0.30  -0.8277
C 1.24 -0.05 -0.23  0.2097
N 1.19 -1.39 -0.27  -0.2267
O -0.09 -1.76 -0.05  -0.2621
C -0.93 -0.78 0.14  0.3049
C -2.53 -0.70 0.33  0.7547
O -2.73 -1.14 1.44  -0.7128
O -3.20 -0.24 -0.55  -0.6956
C 0.02 0.51 0.05  -0.2952
Br -0.57 2.34 0.41  0.0207
H 2.79 0.94 -1.18  0.3634
H 2.33 1.59 0.21  0.3669


These records have relative energy (zero: lowest compared OMol25 entry of this formula, charge and spin) values of 0.0; 25.9; 0.0 kcal per mole, in the order they appear.
These records have DFT total energy values of -107417.4003; -98993.0404; -83344.5859 eV, in the order they appear.